Formula: C24H19InN5O2S2
Source: the OMol25 dataset
Level of theory: ωB97M-V with the def2-TZVPD basis set

Structure (XYZ):
```
53
C24H19InN5O2S2 ωB97M-V with the def2-TZVPD basis set
In 1.008 -0.305 -0.460
C -1.560 -4.720 -0.163
N -1.829 -3.638 -1.101
C -3.043 -3.394 -1.703
C -2.892 -2.314 -2.484
N -1.573 -1.884 -2.361
C -0.923 -2.723 -1.490
S 0.694 -2.805 -0.940
C -1.080 -0.722 -3.024
C -1.905 -0.029 -3.904
C -1.371 1.041 -4.596
C -0.045 1.390 -4.407
C 0.678 0.669 -3.482
N 0.172 -0.363 -2.794
H -2.495 -5.242 0.018
H -1.173 -4.306 0.765
H -0.828 -5.405 -0.584
H -3.906 -4.008 -1.519
H -3.619 -1.822 -3.096
H -2.935 -0.297 -4.066
H -1.995 1.593 -5.286
H 0.411 2.207 -4.946
H 1.710 0.914 -3.258
S 4.767 2.099 -1.398
C 5.225 0.462 -1.556
C 4.195 -0.388 -1.281
C 2.991 0.287 -0.936
C 3.168 1.647 -0.965
C 2.091 2.617 -0.707
C 2.275 3.995 -0.660
C 1.182 4.807 -0.416
C -0.069 4.235 -0.223
C -0.175 2.859 -0.282
N 0.877 2.075 -0.520
H 6.235 0.213 -1.840
H 4.300 -1.463 -1.330
H 3.259 4.419 -0.807
H 1.303 5.881 -0.374
H -0.943 4.840 -0.032
H -1.121 2.348 -0.148
O -2.718 -0.562 1.348
C -1.555 -0.382 1.052
O -1.097 -0.170 -0.139
C -0.513 -0.393 2.164
C -0.886 -0.448 3.494
C 0.107 -0.433 4.460
C 1.437 -0.371 4.069
C 1.729 -0.331 2.719
N 0.769 -0.340 1.793
H -1.938 -0.499 3.734
H -0.151 -0.470 5.510
H 2.238 -0.358 4.794
H 2.749 -0.287 2.355
```

For the highest occupied orbital energy, the calculation gives -11.02 eV. The calculation puts the strongest force on any atom at 0.36 eV/A. The charge is +1. The spin multiplicity is 1. As for the energy above the lowest of the compared OMol25 structures with the same formula, charge and spin: 0.359 eV.